(1)
Molecular formula: C22H24BrFO5S
Method: DFT, the ωB97M-V functional and the def2-TZVPD basis

The geometry in XYZ format:
```
54
Properties=species:S:1:pos:R:3:forces:R:3:nbo_charge:R:1
C -3.101 -1.333 0.092 -0.317 -1.091 -0.401 -0.28
O -2.119 -1.366 1.188 -1.450 1.821 0.411 -0.57
C -2.028 -0.074 1.890 0.821 -0.309 -0.389 -0.12
C -1.503 -0.357 3.417 0.720 1.844 -0.389 0.55
F -1.266 1.034 3.938 -0.443 -3.281 -1.076 -0.38
O -2.434 -1.012 4.389 3.546 1.182 0.142 -0.61
S -1.381 -1.304 5.743 0.654 -3.347 6.546 2.22
O -1.677 -0.408 7.007 1.234 -3.197 -6.324 -0.76
O -1.254 -2.839 6.086 -1.281 6.223 -2.064 -0.81
O 0.187 -1.025 5.042 -2.656 0.242 -1.348 -0.61
C -0.129 -1.265 3.621 -2.396 -1.381 -0.255 -0.05
Br 1.315 -1.180 2.239 -1.194 0.425 1.696 0.09
H -4.020 -0.653 0.343 1.873 -1.000 -0.592 0.19
H -2.526 -1.049 -0.887 -1.394 -0.260 1.721 0.19
H -3.531 -2.436 -0.030 1.106 2.363 0.288 0.21
H -3.010 0.561 1.849 1.677 -1.397 0.422 0.23
H -1.183 0.562 1.339 -1.629 -1.192 1.586 0.23
H -0.538 -2.383 3.537 1.084 2.394 0.007 0.25
C 4.221 -2.504 -1.484 -0.171 -0.091 0.045 -0.22
C 4.056 -3.318 -2.604 -0.135 0.029 0.093 -0.22
C 2.778 -3.574 -3.100 0.004 0.138 0.148 -0.21
C 1.664 -3.007 -2.480 0.185 0.036 0.050 -0.21
C 1.829 -2.190 -1.362 0.108 -0.042 -0.081 -0.23
C 3.106 -1.941 -0.861 -0.041 -0.203 -0.240 -0.17
H 5.217 -2.307 -1.096 -0.140 -0.021 -0.074 0.22
H 4.925 -3.754 -3.091 -0.130 0.068 0.086 0.22
H 2.650 -4.214 -3.968 0.020 0.096 0.118 0.22
H 0.668 -3.203 -2.869 0.144 0.028 0.062 0.21
H 0.960 -1.747 -0.881 0.112 -0.082 -0.058 0.21
H 3.234 -1.309 0.013 0.028 -0.045 -0.104 0.19
C 6.663 2.563 -2.893 -0.106 -0.145 -0.004 -0.22
C 6.490 2.012 -4.163 -0.054 -0.071 0.121 -0.21
C 5.703 0.873 -4.328 0.016 0.098 0.213 -0.21
C 5.080 0.289 -3.224 0.076 0.147 -0.044 -0.24
C 5.250 0.842 -1.955 0.104 0.088 -0.140 -0.16
C 6.045 1.976 -1.788 -0.021 -0.061 -0.193 -0.22
H 7.279 3.449 -2.764 -0.089 -0.130 -0.020 0.21
H 6.970 2.471 -5.024 -0.063 -0.072 0.134 0.21
H 5.574 0.440 -5.316 0.005 0.064 0.133 0.21
H 4.463 -0.596 -3.354 0.090 0.155 0.031 0.22
H 4.764 0.388 -1.096 0.076 0.075 -0.153 0.20
H 6.181 2.403 -0.799 -0.022 -0.048 -0.130 0.21
C -6.942 1.593 0.269 0.095 0.120 0.053 -0.21
C -7.066 2.837 -0.349 0.078 -0.019 0.132 -0.21
C -6.426 3.952 0.191 0.045 -0.178 0.107 -0.21
C -5.653 3.821 1.345 -0.085 -0.120 -0.101 -0.20
C -5.526 2.576 1.961 -0.046 0.006 -0.123 -0.23
C -6.173 1.463 1.426 0.017 0.169 -0.138 -0.23
H -7.444 0.725 -0.150 0.062 0.128 0.062 0.21
H -7.663 2.937 -1.252 0.085 -0.016 0.150 0.22
H -6.529 4.922 -0.287 0.021 -0.142 0.065 0.22
H -5.150 4.689 1.763 -0.078 -0.134 -0.054 0.22
H -4.922 2.474 2.859 -0.104 0.030 -0.100 0.22
H -6.078 0.495 1.910 -0.038 0.102 -0.027 0.21
```
Positions in Å, forces in eV/Å.

Properties
- E (eV) = -117029.8850
- HOMO-LUMO gap (eV) = 8.6
- net charge = 0

(2)
Molecular formula: C28H76N4O12S8
Method: DFT, the ωB97M-V functional and the def2-TZVPD basis

The geometry in XYZ format:
```
128
Properties=species:S:1:pos:R:3:forces:R:3:mulliken_charge:R:1
C -16.998 11.496 -1.244 -0.413 1.143 -1.847 0.43
C -16.607 12.969 -1.363 0.655 -1.744 1.986 0.03
O -15.959 13.393 -0.431 0.448 1.386 0.696 -0.67
N -16.878 13.671 -2.450 -1.761 0.870 -1.482 -0.12
C -16.612 15.098 -2.641 0.843 -0.286 -0.317 -0.96
H -18.000 11.354 -1.649 -0.222 -0.119 0.508 -0.15
H -16.873 11.194 -0.204 0.059 -0.194 -0.564 -0.37
H -16.400 11.021 -2.022 0.538 -0.551 0.528 0.61
H -17.401 13.220 -3.188 0.083 0.022 0.179 0.23
H -15.673 15.104 -3.194 0.144 0.758 0.129 0.37
H -16.527 15.679 -1.723 0.181 -0.553 0.163 0.30
H -17.357 15.620 -3.243 -0.252 -0.519 -0.088 0.33
C -25.707 7.314 2.569 -0.571 -0.512 -1.245 -1.28
C -25.591 7.994 1.188 0.497 1.692 0.533 0.55
O -24.552 8.089 0.549 0.472 -0.839 -0.135 -0.38
N -26.682 8.665 0.753 -1.641 -0.124 -0.555 -0.09
C -26.841 9.352 -0.574 1.204 0.606 1.482 -0.64
H -25.879 7.974 3.419 0.453 0.274 -0.246 0.34
H -24.860 6.640 2.701 0.038 0.359 0.181 0.20
H -26.600 6.692 2.498 -0.089 -0.223 0.167 0.46
H -27.431 8.782 1.420 -0.051 -0.207 -0.277 0.23
H -26.278 10.282 -0.488 0.243 -0.001 -0.354 0.13
H -27.847 9.722 -0.777 -0.123 -0.718 0.247 0.43
H -26.416 8.787 -1.403 -0.232 -0.202 0.258 0.09
C -20.910 8.991 7.208 -1.126 0.984 0.104 -1.09
C -21.051 7.856 6.243 0.671 1.526 -0.644 0.87
O -20.495 6.848 6.539 0.811 -3.261 0.346 -0.67
N -21.649 8.084 5.054 -0.415 1.771 1.444 0.21
C -21.846 7.163 3.989 0.169 0.508 -0.494 -0.65
H -19.887 9.116 7.563 -0.082 -0.158 -0.271 0.29
H -21.540 8.763 8.068 0.077 -0.047 0.133 0.35
H -21.305 9.918 6.793 0.186 0.271 0.069 0.21
H -21.971 9.035 4.949 -0.425 -0.253 -0.307 -0.06
H -20.938 7.149 3.385 0.008 -0.898 -0.004 0.15
H -22.595 7.623 3.345 -0.332 -0.296 -0.012 0.03
H -22.185 6.205 4.385 0.265 -0.121 -0.328 0.43
C -15.859 11.796 2.833 1.070 -0.114 0.159 -1.00
C -16.761 11.274 3.918 1.266 3.196 -0.277 0.95
O -16.546 11.635 5.058 0.014 -0.853 1.314 -0.72
N -17.783 10.588 3.476 -1.143 -0.930 0.191 0.77
C -18.719 9.945 4.336 -1.347 -0.376 -0.276 -0.92
H -15.149 12.493 3.278 -0.163 0.022 0.056 0.36
H -16.293 12.285 1.961 -0.279 -0.384 -0.052 0.12
H -15.267 10.922 2.561 0.144 0.053 -0.671 0.29
H -18.155 10.875 2.582 0.254 -0.385 -0.353 -0.26
H -19.708 10.203 3.958 -0.356 -0.011 0.014 0.09
H -18.731 10.240 5.385 0.622 -0.015 -0.127 0.47
H -18.653 8.866 4.193 0.061 -0.181 0.501 0.30
C -21.060 9.477 0.805 0.042 -0.043 -0.125 -0.34
S -20.348 11.171 0.691 -0.942 -0.675 0.880 1.08
O -18.871 11.117 1.069 -1.379 -0.212 -1.244 -1.06
C -20.574 11.346 -1.096 0.814 0.282 0.091 -0.41
H -21.156 9.102 1.824 0.808 0.267 0.165 -0.37
H -20.495 8.791 0.174 0.209 0.105 0.208 0.39
H -22.100 9.415 0.483 -0.112 0.669 -0.499 0.13
H -20.233 12.355 -1.323 0.198 -0.072 -0.104 0.22
H -21.620 11.301 -1.398 0.026 -0.333 0.456 -0.22
H -19.968 10.592 -1.599 -0.273 0.024 -0.166 -0.01
C -24.890 13.124 -2.072 -0.744 -0.119 -0.784 -0.57
S -26.293 12.656 -3.185 -0.140 -0.468 0.966 0.48
O -27.154 11.763 -2.293 0.536 1.489 -1.171 -0.59
C -27.040 14.377 -3.439 0.288 -0.780 0.872 -0.99
H -24.234 13.757 -2.671 -0.009 0.355 0.409 0.52
H -24.341 12.224 -1.797 -0.263 -0.187 -0.174 -0.32
H -25.331 13.549 -1.171 0.232 0.345 -0.142 0.47
H -26.268 15.110 -3.670 0.207 -0.284 -0.091 0.35
H -27.493 14.658 -2.487 -0.156 -0.035 -0.050 0.32
H -27.779 14.361 -4.240 0.086 -0.301 0.139 0.34
C -22.094 5.998 -0.068 -0.401 0.673 0.227 -0.60
S -20.346 5.812 0.131 0.781 -0.714 2.032 0.54
O -19.911 6.573 1.410 -0.790 -1.360 -2.007 -0.63
C -20.580 3.998 0.566 0.875 1.221 0.021 -1.15
H -22.679 5.614 0.767 0.292 0.153 0.300 0.39
H -22.421 5.433 -0.941 0.162 0.445 -0.304 0.53
H -22.206 7.080 -0.136 -0.632 -0.171 -0.382 -0.28
H -21.045 4.013 1.551 -0.145 -0.131 -0.136 0.31
H -19.602 3.521 0.627 -0.139 -0.042 -0.110 0.38
H -21.205 3.584 -0.226 0.100 -0.151 0.210 0.41
C -23.174 12.843 3.989 0.329 -0.809 -1.064 -1.17
S -23.028 11.209 3.049 -2.076 0.152 1.932 1.10
O -23.767 10.211 3.985 1.221 1.147 -1.632 -0.80
C -24.186 11.603 1.658 -0.212 -0.383 0.476 -0.84
H -23.215 13.617 3.223 0.035 0.149 0.173 0.35
H -22.269 12.957 4.587 -0.088 -0.105 -0.028 0.26
H -24.058 12.811 4.627 0.005 -0.204 -0.226 0.43
H -24.211 10.726 1.012 0.414 0.003 -0.189 -0.29
H -23.926 12.524 1.137 0.408 -0.136 0.037 0.37
H -25.214 11.682 2.010 0.089 0.156 0.522 0.56
C -23.010 10.576 -4.219 -0.194 -0.970 0.536 -1.34
S -23.282 9.425 -2.786 2.269 -1.484 -1.047 0.97
O -21.853 8.847 -2.549 -2.486 0.939 -0.192 -0.62
C -24.226 8.133 -3.741 -0.045 -0.032 0.580 -1.27
H -22.277 10.042 -4.824 0.039 0.117 -0.013 0.49
H -22.593 11.506 -3.834 -0.170 -0.038 -0.087 0.30
H -23.940 10.690 -4.776 0.019 0.291 0.128 0.41
H -24.176 7.174 -3.225 0.359 0.225 0.454 0.33
H -23.868 7.929 -4.750 0.152 0.554 0.002 0.40
H -25.285 8.393 -3.714 0.028 0.339 -0.265 0.40
C -17.038 8.388 1.233 0.305 -1.296 0.282 0.92
S -15.833 7.086 0.722 1.953 2.012 -0.128 0.52
O -14.598 7.846 0.151 -1.988 -1.392 0.974 -0.65
C -15.369 6.547 2.453 -0.366 0.411 -0.578 -1.02
H -17.900 7.784 1.516 -0.261 0.156 0.332 0.00
H -17.374 9.061 0.444 0.525 -0.181 -0.138 -0.53
H -16.606 8.906 2.089 -0.175 0.134 -0.250 -0.22
H -14.445 5.973 2.398 -0.129 0.042 -0.217 0.37
H -16.171 5.945 2.881 -0.052 -0.062 -0.179 0.35
H -15.225 7.422 3.087 0.092 0.084 -0.184 0.26
C -19.117 14.390 0.582 0.135 0.045 0.007 -0.29
S -20.401 15.154 1.698 -0.230 -2.104 -1.215 0.21
O -21.710 14.482 1.315 0.516 0.715 0.215 -0.50
C -19.847 14.216 3.127 0.225 0.825 0.851 -0.59
H -18.801 13.422 0.972 0.244 0.274 0.448 -0.33
H -18.279 15.075 0.458 0.109 -0.087 0.312 0.50
H -19.433 14.120 -0.425 -0.778 0.672 0.022 0.31
H -20.384 14.601 3.994 -0.388 -0.178 -0.068 0.49
H -18.815 14.471 3.365 0.239 -0.247 -0.339 0.43
H -20.003 13.145 3.001 0.030 0.117 -0.215 -0.08
C -15.249 6.955 -2.969 -0.436 0.502 0.005 -0.70
S -16.302 7.930 -4.065 -2.398 -1.155 -1.393 0.41
O -17.043 6.961 -4.998 1.090 1.113 0.949 -0.67
C -17.688 8.530 -2.966 0.237 0.362 0.019 -0.54
H -14.706 6.215 -3.557 -0.234 0.174 -0.280 0.42
H -15.837 6.454 -2.200 0.249 0.192 0.130 0.06
H -14.547 7.716 -2.628 0.020 -0.362 0.705 0.34
H -18.289 9.308 -3.438 0.693 0.363 -0.770 0.36
H -17.287 9.006 -2.071 -0.036 -0.507 0.241 -0.30
H -18.504 7.822 -2.821 0.726 -0.851 0.419 0.57
```
Positions in Å, forces in eV/Å.

Properties
- E (eV) = -147474.0574
- HOMO-LUMO gap (eV) = 8.2
- net charge = 0

Q: What is the HOMO-LUMO gap in the first record?
A: 8.6 eV